1.
22 unconnected molecules or ions with the total composition C22H88O22, computed with the ωB97M-V functional and the def2-TZVPD basis.

```
132
Properties=species:S:1:pos:R:3:mulliken_charge:R:1
C -14.3320 -11.1284 13.9218 -0.70
O -15.1500 -10.7712 12.7860 -0.29
H -13.4670 -11.5590 13.4634 0.29
H -14.0902 -10.2454 14.5241 0.22
H -14.7862 -11.8926 14.5752 0.23
H -16.0182 -10.4433 13.1055 0.28
C -18.9496 -10.1026 10.4976 -0.90
O -17.7847 -9.5798 11.0541 0.08
H -18.6727 -10.6907 9.5582 0.24
H -19.3738 -10.7814 11.2317 0.35
H -19.7402 -9.3587 10.3020 0.17
H -17.4503 -8.8509 10.5254 -0.03
C -20.4385 -8.6146 14.8552 -0.40
O -20.4988 -8.6988 13.4525 -0.67
H -20.3240 -7.5669 15.1667 0.16
H -21.3749 -9.0200 15.3304 0.35
H -19.6445 -9.1828 15.2642 -0.19
H -19.7865 -8.0991 13.2506 0.50
C -17.5212 -9.8437 17.1857 0.02
O -16.9378 -8.6519 17.5864 -0.50
H -18.5696 -9.9574 17.5032 0.32
H -17.5340 -9.9553 16.0700 -0.41
H -16.8545 -10.6897 17.5185 0.32
H -17.5531 -8.0300 17.9618 0.33
C -18.3533 -1.8747 12.7922 -0.20
O -18.8485 -1.8372 11.4825 -0.67
H -18.6557 -0.9518 13.2855 0.32
H -18.5819 -2.7944 13.3446 -0.09
H -17.2598 -1.8401 12.7332 0.12
H -19.5665 -2.4705 11.4065 0.53
C -13.5349 -11.7399 10.2360 -0.61
O -14.4925 -10.7160 10.2307 -0.36
H -12.7868 -11.6861 9.4297 0.25
H -13.0999 -11.7038 11.2886 0.12
H -14.0446 -12.6926 10.1783 0.25
H -14.6971 -10.4563 11.1055 0.43
C -15.3220 -6.2874 15.2192 -0.58
O -16.4097 -5.7468 14.5893 0.06
H -14.4666 -6.3240 14.5148 0.01
H -15.0339 -5.6579 16.0676 0.23
H -15.5766 -7.2926 15.6126 0.22
H -16.2244 -4.9232 14.1131 -0.03
C -21.9267 -4.1316 12.2009 -0.54
O -20.6312 -3.9976 11.6784 -0.18
H -21.7889 -4.0199 13.3382 0.19
H -22.5572 -3.2407 11.9463 0.29
H -22.4595 -5.0426 11.9601 -0.07
H -20.4753 -4.4130 10.8272 0.36
C -19.3567 -4.5371 15.6718 -0.40
O -18.2517 -5.2691 16.3158 -0.45
H -19.1959 -3.4855 15.6127 0.44
H -19.5072 -4.8915 14.6806 -0.18
H -20.3139 -4.7496 16.2787 0.27
H -17.6361 -5.4945 15.5856 0.50
C -10.6167 -7.1827 14.6213 -0.57
O -11.1804 -6.2009 13.6819 -0.43
H -10.3682 -6.8123 15.5967 0.30
H -11.3681 -7.9754 14.6899 0.15
H -9.7101 -7.6383 14.2455 0.32
H -10.4999 -5.5366 13.6048 0.25
C -18.5335 -6.2702 11.6913 -1.11
O -18.4800 -7.3219 12.6195 0.59
H -17.4931 -5.9953 11.4439 0.11
H -19.0316 -6.5769 10.7752 0.33
H -19.1755 -5.3810 12.0077 0.20
H -17.8030 -7.0711 13.2814 -0.32
C -18.4773 -11.0949 13.8806 -1.29
O -17.7457 -9.9190 13.7286 0.69
H -18.5237 -11.2723 14.9224 0.45
H -19.5299 -11.0575 13.6244 0.21
H -18.0817 -12.0204 13.4175 0.24
H -17.9549 -9.4337 12.8788 -0.11
C -16.4489 -0.5806 16.6077 -0.38
O -15.2919 -0.2313 15.9821 -0.48
H -16.3723 -0.4717 17.7016 0.29
H -17.3318 0.0307 16.3402 0.26
H -16.7492 -1.6649 16.5240 0.02
H -15.4595 -0.1826 15.0568 0.30
C -22.3633 -5.8895 8.9696 -0.68
O -21.2701 -5.0099 9.0932 -0.50
H -22.1364 -6.9216 9.3644 0.15
H -23.1874 -5.5236 9.5974 0.22
H -22.6769 -5.9935 7.9748 0.47
H -20.5894 -5.1471 8.4168 0.32
C -18.8566 -6.2601 19.7787 -0.68
O -19.1431 -7.0494 18.5682 -0.58
H -18.4797 -5.3207 19.5185 0.30
H -19.8103 -6.1446 20.2564 0.27
H -18.2088 -6.8039 20.4215 0.27
H -18.9244 -6.5054 17.7866 0.38
C -23.9751 -7.5797 12.3844 -0.77
O -22.6222 -7.4920 11.8735 -0.29
H -24.4071 -6.5717 12.3494 0.26
H -24.5465 -8.3229 11.8927 0.30
H -23.9599 -7.8388 13.4483 0.28
H -21.9743 -7.8634 12.5065 0.43
C -16.9248 -8.7838 7.8487 -0.89
O -17.0720 -7.8338 8.8663 0.16
H -16.1291 -8.4131 7.1924 0.34
H -16.5175 -9.6638 8.3939 0.15
H -17.8637 -8.9977 7.3794 0.32
H -17.2970 -6.9511 8.5247 0.05
C -14.6255 -7.3230 11.2784 0.08
O -13.8027 -6.1846 11.6866 -0.60
H -15.3701 -7.4945 12.0186 0.03
H -15.1304 -6.9109 10.4719 -0.32
H -13.9977 -8.2151 11.0289 0.45
H -13.0575 -6.6237 12.1960 0.22
C -19.3391 -6.1650 5.7982 -0.51
O -19.6539 -5.1121 6.7403 -0.54
H -18.9347 -5.7029 4.8529 0.30
H -18.5684 -6.8781 6.1743 0.11
H -20.2910 -6.6363 5.6089 0.28
H -18.8870 -4.6054 6.7142 0.20
C -15.9285 -4.8287 7.3254 -0.73
O -17.1013 -5.2555 8.0299 -0.03
H -16.1956 -4.3691 6.3325 0.26
H -15.3148 -4.1162 7.8649 0.16
H -15.2872 -5.6978 7.1256 0.28
H -17.3219 -4.4833 8.5226 0.09
C -13.6399 -3.4481 13.8951 -0.73
O -14.7285 -3.8626 13.0962 -0.41
H -13.0860 -2.6054 13.4900 0.28
H -13.9904 -3.0773 14.8550 0.33
H -12.9853 -4.2336 14.1594 0.19
H -14.4641 -4.6019 12.5011 0.32
C -16.1209 -1.6078 9.4820 -0.66
O -17.1896 -2.5684 9.2673 -0.45
H -16.2438 -1.1990 10.5366 0.16
H -15.1396 -2.0240 9.3370 0.27
H -16.1737 -0.8080 8.7673 0.30
H -17.8790 -2.2601 9.9123 0.37
```

Orbital gap ... 9.79 eV
E ... -69277.38195 eV
Relative energy (zero: lowest compared OMol25 entry of this formula, charge and spin) ... 4.25 kcal per mole

---

2.
A gas-phase ion, C8H15N4O2 (charge +1), computed with the ωB97M-V functional and the def2-TZVPD basis.

```
29
Properties=species:S:1:pos:R:3:mulliken_charge:R:1
C 1.2167 -1.9942 -0.0558 0.32
C 0.5756 -2.0499 -1.3940 -0.84
C 0.3140 -0.7080 -2.2517 -0.54
C -1.7074 2.3094 1.1057 -0.76
C -0.4883 2.9711 0.3947 -0.62
C -1.6512 0.8045 0.6187 0.10
C 0.2590 1.8438 -0.2993 -0.82
C -0.7860 -0.1644 -1.3477 0.07
N -0.7251 0.8287 -0.5048 0.15
N 0.4430 -1.6681 1.0281 0.96
N -0.8378 -1.4506 1.1382 -1.10
N 2.4720 -2.3675 0.2951 -0.38
O 1.2315 -1.4067 2.2035 -0.61
O -1.1180 -0.1027 1.6047 -0.23
H 1.1436 -2.5776 -2.1462 0.51
H -0.4051 -2.6128 -1.0855 0.37
H 1.2937 -0.1425 -2.3124 0.29
H 0.0506 -1.0824 -3.1695 0.44
H -1.5657 2.3647 2.2777 0.24
H -2.7140 2.5642 0.8895 0.43
H -0.9191 3.5843 -0.2824 0.34
H 0.2608 3.4667 1.1385 0.32
H 0.8922 -0.8300 2.8783 0.37
H -2.7613 0.5941 0.4983 0.15
H 0.7924 2.3239 -1.0734 0.48
H 0.9615 1.4234 0.2894 0.43
H -1.7617 -0.7794 -1.3089 0.39
H 2.9043 -2.9058 -0.4209 0.24
H 2.6295 -2.2361 1.2920 0.27
```

Orbital gap (spin up / spin down) ... 7.51 / 7.51 eV
E ... -18581.03085 eV
Relative energy (zero: lowest compared OMol25 entry of this formula, charge and spin) ... 174.77 kcal per mole
Charge ... +1

---

- Look up the E of the first one.
  -69277.38195 eV

---

- The lowest E belongs to which entry?
  C22H88O22

---

- Among the records above, which one has the lowest relative energy (zero: lowest compared OMol25 entry of this formula, charge and spin)?
  C22H88O22

---

- Among the records above, which one has the lowest relative energy (zero: lowest compared OMol25 entry of this formula, charge and spin)?
  C22H88O22